(1)
# C13H15NO6S

C13H15NO6S in the gas phase in a non-equilibrium geometry (ωB97M-V with the def2-TZVPD basis set, OMol25).

Properties
**Energy relative to the best compared isomer or geometry (same formula, charge and spin)**: 0.428 eV
**HOMO-LUMO gap**: 9.7 eV
**Structure (SMILES)**: CN(C)S(=O)(=O)c1cccc(C(=O)O[C@@H]2CCOC2=O)c1
**LUMO**: -0.06 eV
**Energy**: -38334.49521 eV
**Strongest force on any atom**: 1.086 eV Å⁻¹

Last column: Löwdin charge in e.
CARTESIAN COORDINATES (ANGSTROEM)
C (-5.4984, -0.6657, -0.3704)  -0.1035
N (-4.0659, -0.4653, -0.4195)  -0.3419
S (-3.3325, -0.4209, 1.1048)  0.6722
O (-4.1877, 0.3321, 1.9721)  -0.2837
O (-2.9088, -1.7272, 1.5182)  -0.2761
C (-1.8960, 0.5790, 0.7076)  -0.2608
C (-0.6351, 0.0247, 0.6768)  0.0197
C (0.4530, 0.8295, 0.3391)  -0.0941
C (0.2530, 2.1772, 0.0481)  0.0084
C (-1.0214, 2.7173, 0.0919)  -0.0420
C (-2.1033, 1.9157, 0.4204)  -0.0388
H (-3.1075, 2.3046, 0.4709)  0.1196
H (-1.1705, 3.7634, -0.1280)  0.1106
H (1.1010, 2.7939, -0.2045)  0.1212
C (1.8006, 0.2129, 0.3114)  -0.4143
O (2.0300, -0.9420, 0.5659)  0.1498
O (2.7577, 1.0848, -0.0587)  0.0537
C (4.0881, 0.6025, -0.0175)  -0.1805
C (4.4575, -0.4467, -1.0655)  -0.0740
H (4.9167, -0.0162, -1.9520)  0.1205
H (3.5638, -0.9981, -1.3562)  0.1212
C (5.4251, -1.3592, -0.2998)  -0.1319
H (5.2892, -2.4166, -0.5321)  0.1317
H (6.4702, -1.0821, -0.4786)  0.1288
O (5.1542, -1.1832, 1.0840)  0.0572
C (4.3972, -0.1167, 1.3191)  -0.4603
O (4.0580, 0.2553, 2.3997)  0.1597
H (4.7116, 1.5006, -0.0825)  0.1749
H (-0.4923, -1.0170, 0.9211)  0.1308
C (-3.3701, -1.3662, -1.3087)  -0.1086
H (-3.4608, -2.4087, -0.9844)  0.0926
H (-2.3168, -1.0923, -1.3178)  0.0803
H (-3.7778, -1.2604, -2.3135)  0.0941
H (-5.7627, -1.7124, -0.1837)  0.0947
H (-5.8839, -0.0511, 0.4389)  0.0770
H (-5.9356, -0.3453, -1.3165)  0.0918

=====

(2)
# C61H46MoNO4P3Si

A molecular structure, C61H46MoNO4P3Si in a non-equilibrium geometry (ωB97M-V with the def2-TZVPD basis set, OMol25).

Properties
**Energy relative to the best compared isomer or geometry (same formula, charge and spin)**: 6.690 eV
**HOMO-LUMO gap (alpha / beta)**: 6.0 / 6.5 eV
**LUMO (alpha / beta)**: -6.59 / -6.95 eV
**Energy**: -111265.03265 eV
**Strongest force on any atom**: 2.562 eV Å⁻¹
**Total charge**: +2
**Multiplicity**: 3

Last column: Löwdin spin population.
CARTESIAN COORDINATES (ANGSTROEM)
Mo (-0.0924, 0.0230, -0.6317)  1.0326
C (-4.7996, -3.1480, -1.4373)  0.0021
C (-4.2610, -3.5211, -0.2173)  0.0013
C (-2.9053, -3.3758, 0.0275)  0.0017
C (-2.0800, -2.8595, -0.9658)  0.0090
C (-2.6294, -2.4758, -2.1917)  0.0046
C (-3.9809, -2.6258, -2.4278)  0.0001
P (-0.3201, -2.4886, -0.7511)  0.0173
C (0.5380, -3.6169, -1.8818)  0.0028
C (-0.1205, -4.6606, -2.5236)  0.0009
C (0.6051, -5.5539, -3.2922)  0.0001
C (1.9767, -5.4075, -3.4199)  0.0004
C (2.6346, -4.3767, -2.7652)  0.0000
C (1.9198, -3.4818, -1.9928)  0.0023
C (0.1833, -3.1741, 0.8537)  -0.0012
C (-0.0449, -4.5248, 1.1055)  -0.0007
C (0.3587, -5.0884, 2.3031)  -0.0002
C (1.0068, -4.3090, 3.2481)  0.0000
C (1.2563, -2.9739, 2.9858)  -0.0001
C (0.8536, -2.3826, 1.7939)  0.0007
Si (1.2602, -0.5731, 1.3765)  0.0077
C (3.0959, -0.3569, 0.9770)  -0.0005
C (4.1266, -0.9603, 1.6828)  -0.0009
C (5.4459, -0.6408, 1.4085)  0.0017
C (5.7422, 0.2905, 0.4270)  -0.0009
C (4.7275, 0.8908, -0.2997)  0.0041
C (3.4034, 0.5574, -0.0415)  0.0046
P (1.9883, 1.3368, -0.8717)  0.0224
C (2.7381, 2.0987, -2.3776)  0.0014
C (3.5957, 3.2774, -2.0887)  0.0167
C (4.3323, 3.9097, -3.0107)  0.0014
C (4.4455, 3.5658, -4.4097)  0.0177
C (3.7972, 2.5949, -5.0735)  -0.0074
C (2.8082, 1.6606, -4.4938)  0.0539
C (1.4788, -0.0876, -1.9895)  -0.0178
C (0.3144, 0.4560, -2.8581)  0.0131
C (0.5116, 1.5880, -3.5831)  0.1462
C (1.7672, 2.3661, -3.5583)  0.0153
C (3.3546, 0.9348, -3.2106)  0.0606
C (2.5838, -0.2772, -2.8844)  0.4646
C (0.8324, 0.7709, 2.6713)  0.0028
C (1.2804, 0.6700, 3.9853)  0.0001
C (1.0180, 1.6588, 4.9161)  0.0000
C (0.2981, 2.7842, 4.5484)  -0.0001
C (-0.1634, 2.9078, 3.2511)  -0.0003
C (0.1021, 1.9131, 2.3086)  0.0017
P (-0.5966, 2.1264, 0.6434)  0.0131
C (-2.3297, 2.5660, 0.9765)  0.0029
C (-2.9464, 2.0751, 2.1278)  0.0000
C (-4.2750, 2.3642, 2.3777)  0.0004
C (-5.0079, 3.1084, 1.4685)  -0.0001
C (-4.4025, 3.5858, 0.3183)  0.0001
C (-3.0670, 3.3262, 0.0704)  0.0006
C (0.1519, 3.6412, -0.0294)  0.0072
C (0.9360, 4.5248, 0.7027)  0.0024
C (1.4394, 5.6610, 0.0923)  0.0000
C (1.1839, 5.9138, -1.2451)  0.0023
C (0.4233, 5.0221, -1.9849)  0.0003
C (-0.0882, 3.8896, -1.3817)  0.0082
H (-5.8571, -3.2622, -1.6160)  0.0001
H (-4.8969, -3.9299, 0.5531)  0.0001
H (-2.4995, -3.6577, 0.9891)  0.0000
H (-1.9803, -2.0908, -2.9731)  0.0007
H (-4.4003, -2.3321, -3.3773)  0.0000
H (-1.1894, -4.7809, -2.4183)  0.0001
H (0.0973, -6.3717, -3.7799)  0.0000
H (2.5370, -6.1085, -4.0176)  0.0000
H (3.7062, -4.2786, -2.8452)  0.0000
H (2.4238, -2.6841, -1.4580)  0.0026
H (-0.5290, -5.1385, 0.3577)  0.0000
H (0.1832, -6.1349, 2.4942)  0.0000
H (1.3408, -4.7468, 4.1758)  0.0000
H (1.7807, -2.3788, 3.7164)  0.0000
H (3.8979, -1.6680, 2.4654)  -0.0001
H (6.2408, -1.1043, 1.9708)  0.0001
H (6.7692, 0.5505, 0.2258)  -0.0001
H (4.9743, 1.6141, -1.0619)  0.0006
H (3.5649, 3.6321, -1.0661)  0.0010
H (4.9185, 4.7605, -2.6942)  -0.0004
H (5.1340, 4.1835, -4.9686)  0.0011
H (4.0050, 2.4630, -6.1259)  -0.0008
H (2.3899, 1.0052, -5.2558)  0.0001
H (-0.4365, -0.2498, -3.2484)  0.0047
H (-0.1851, 1.8647, -4.3662)  0.0053
H (1.6179, 3.4176, -3.8037)  0.0028
H (4.4366, 0.7985, -3.2321)  0.0166
H (2.6920, -1.1650, -3.4930)  0.0202
H (1.8422, -0.2011, 4.2817)  0.0000
H (1.3710, 1.5464, 5.9280)  0.0000
H (0.0889, 3.5541, 5.2736)  0.0000
H (-0.7578, 3.7696, 2.9741)  0.0001
H (-2.3843, 1.4805, 2.8367)  0.0000
H (-4.7382, 2.0041, 3.2842)  0.0000
H (-6.0487, 3.3209, 1.6537)  0.0000
H (-4.9783, 4.1622, -0.3880)  0.0000
H (-2.6025, 3.7308, -0.8176)  0.0000
H (1.1523, 4.3285, 1.7419)  0.0000
H (2.0352, 6.3497, 0.6693)  0.0000
H (1.5855, 6.7962, -1.7160)  0.0001
H (0.2309, 5.2170, -3.0288)  0.0001
H (-0.6894, 3.1863, -1.9519)  0.0044
O (-3.6434, -0.1032, -0.2714)  0.0016
C (-2.8703, -0.4570, 0.5916)  0.0018
O (-1.5807, -0.4078, 0.3638)  0.0176
C (-3.2668, -0.9960, 1.9250)  0.0000
C (-2.3170, -1.3536, 2.8840)  0.0002
C (-2.7003, -1.8767, 4.1068)  0.0000
C (-4.0440, -2.0634, 4.3853)  0.0002
C (-4.9834, -1.7043, 3.4274)  0.0000
C (-4.6162, -1.1645, 2.2073)  0.0001
N (-6.4021, -1.8744, 3.7280)  0.0000
O (-6.6802, -2.2320, 4.8446)  0.0000
O (-7.1773, -1.6369, 2.8348)  0.0000
H (-1.2651, -1.2084, 2.6804)  0.0000
H (-1.9465, -2.1316, 4.8379)  0.0000
H (-4.3861, -2.4779, 5.3231)  0.0000
H (-5.3679, -0.8839, 1.4859)  0.0000

=====

(3)
# C34H56N3OP2PbS

A molecular structure, C34H56N3OP2PbS in a non-equilibrium geometry (ωB97M-V with the def2-TZVPD basis set, OMol25).

Properties
**Energy relative to the best compared isomer or geometry (same formula, charge and spin)**: 0.000 eV
**HOMO-LUMO gap (alpha / beta)**: 4.8 / 4.8 eV
**LUMO (alpha / beta)**: -11.34 / -11.34 eV
**Energy**: -77319.85332 eV
**Strongest force on any atom**: 3.446 eV Å⁻¹
**Total charge**: +3

Last column: Löwdin charge in e.
CARTESIAN COORDINATES (ANGSTROEM)
C (2.3279, -1.3178, -1.2703)  -0.3237
C (1.2158, 0.5131, -2.1847)  -0.3210
C (3.2091, -1.3742, -2.3533)  0.0175
C (2.0011, 0.4552, -3.3412)  0.0052
C (3.0246, -0.4916, -3.4162)  0.0153
H (3.9868, -2.1403, -2.3522)  0.1380
H (1.8081, 1.1582, -4.1503)  0.1298
H (3.6680, -0.5334, -4.2958)  0.1379
N (1.4260, -0.3353, -1.1620)  0.0448
P (0.6980, -2.6355, 0.6287)  1.0973
P (0.0012, 2.4458, -0.3788)  1.1323
C (2.3389, -2.3914, -0.1818)  -0.2254
H (2.6768, -3.3475, -0.6105)  0.1122
H (3.0600, -2.1055, 0.6013)  0.1023
C (0.0685, 1.4940, -2.0339)  -0.2692
H (0.1168, 2.2553, -2.8266)  0.1000
C (-1.5793, 3.5080, -0.4381)  -0.6471
C (1.5534, 3.5267, -0.2994)  -0.6525
C (-0.3201, -3.7232, -0.5447)  -0.6572
C (1.0125, -3.4082, 2.3271)  -0.6748
C (-2.7232, 2.7252, 0.2387)  -0.1082
H (-2.5140, 2.5107, 1.2972)  0.0550
H (-3.6329, 3.3438, 0.1927)  0.1126
H (-2.9413, 1.7765, -0.2672)  0.0473
C (-1.4149, 4.8271, 0.3345)  -0.0720
H (-1.1257, 4.6578, 1.3798)  0.0874
H (-0.7043, 5.5164, -0.1359)  0.0734
H (-2.3926, 5.3327, 0.3449)  0.1122
C (-1.9819, 3.8034, -1.8854)  -0.0575
H (-2.8519, 4.4767, -1.8588)  0.1195
H (-1.1942, 4.3113, -2.4567)  0.0896
H (-2.2833, 2.8895, -2.4129)  0.0581
C (1.6330, 4.1476, 1.1142)  -0.0769
H (1.3295, 3.4369, 1.8974)  0.0533
H (2.6748, 4.4384, 1.3181)  0.1085
H (1.0173, 5.0501, 1.2006)  0.0754
C (2.7942, 2.6399, -0.5050)  -0.0799
H (2.8173, 1.8013, 0.2053)  0.0376
H (2.8478, 2.2480, -1.5278)  0.0800
H (3.6884, 3.2588, -0.3334)  0.1126
C (1.5119, 4.6042, -1.3931)  -0.0507
H (1.0335, 4.2601, -2.3235)  0.0777
H (1.0179, 5.5269, -1.0559)  0.0860
H (2.5479, 4.8716, -1.6542)  0.1103
C (-0.3435, -3.7423, 2.9761)  -0.0765
H (-0.1542, -4.1029, 4.0003)  0.1099
H (-0.9928, -2.8537, 3.0425)  0.0478
H (-0.8885, -4.5305, 2.4376)  0.0804
C (1.7313, -2.3796, 3.2250)  -0.0925
H (2.6859, -2.0403, 2.8000)  0.0812
H (1.1005, -1.5064, 3.4445)  0.0485
H (1.9502, -2.8704, 4.1867)  0.1109
C (1.8925, -4.6602, 2.1981)  -0.0594
H (2.7786, -4.4854, 1.5715)  0.0908
H (2.2426, -4.9339, 3.2039)  0.1103
H (1.3462, -5.5237, 1.8015)  0.0767
C (-0.0116, -3.3321, -1.9971)  -0.0794
H (1.0124, -3.5903, -2.3012)  0.0962
H (-0.7066, -3.8746, -2.6583)  0.1161
H (-0.1755, -2.2579, -2.1587)  0.0494
C (-1.8169, -3.4492, -0.2895)  -0.0812
H (-2.0875, -2.4081, -0.5451)  0.0489
H (-2.3946, -4.1336, -0.9388)  0.1151
H (-2.1034, -3.6439, 0.7579)  0.0794
C (-0.0158, -5.2152, -0.3531)  -0.0613
H (1.0543, -5.4412, -0.4647)  0.0952
H (-0.3797, -5.5992, 0.6085)  0.0805
H (-0.5553, -5.7650, -1.1395)  0.1157
Pb (-0.4711, -0.0935, 0.8346)  1.0727
C (1.9449, 0.8718, 2.2016)  -0.0446
O (2.7016, 1.0412, 3.0444)  0.1250
N (-1.7460, -0.0334, -1.1332)  0.0084
C (-1.2937, 0.5747, -2.1210)  -0.3381
C (-1.9696, 0.4068, -3.5565)  -0.5178
C (-1.4761, 1.4047, -4.5879)  -0.0441
C (-1.6198, -0.9837, -4.0793)  -0.0457
C (-3.4981, 0.4999, -3.3831)  -0.0224
H (-1.6716, 2.4431, -4.3087)  0.0809
H (-0.4080, 1.2787, -4.7887)  0.0764
H (-2.0020, 1.2281, -5.5350)  0.1158
H (-1.9801, -1.7606, -3.3956)  0.0761
H (-2.0871, -1.1613, -5.0598)  0.1168
H (-0.5375, -1.1034, -4.2044)  0.0843
H (-3.9613, 1.0840, -4.1896)  0.1034
H (-3.9451, -0.5010, -3.3880)  0.0950
H (-3.7728, 0.9580, -2.4272)  0.0709
S (-2.5445, -0.2042, 2.8528)  0.6727
C (-1.5187, 0.0651, 4.1841)  -0.7389
N (-1.6492, -0.7752, 5.2780)  0.0884
C (-0.8597, -0.6671, 6.3913)  0.0038
C (0.1259, 0.2970, 6.4302)  -0.0044
C (0.2824, 1.1787, 5.3491)  -0.0064
C (-0.5457, 1.0694, 4.2433)  -0.1246
H (-2.3559, -1.5078, 5.2187)  0.1631
H (-1.0877, -1.3579, 7.2042)  0.1555
H (0.7693, 0.3684, 7.3042)  0.1359
H (1.0399, 1.9631, 5.3905)  0.1371
H (-0.4788, 1.7490, 3.3918)  0.0887